Computed, not measured: a 2-piece molecular cluster, C4H13N2 overall, with the ωB97M-V functional and the def2-TZVPD basis.

orbital gap	0.2025	Eh
highest occupied orbital energy	-0.528	Eh
electronic energy	-7327.0622	eV
LUMO level	-8.87	eV
energy above the lowest of the compared OMol25 structures with the same formula, charge and spin	148.17	kcal/mol
net charge	+1

Cartesian coordinates (Å):
1 C -0.63479 1.35963 1.23945
2 N -1.64635 2.33526 0.95405
3 C -0.33386 0.57152 -0.07043
4 N 0.49110 -0.51819 0.07261
5 C 1.32762 -3.54637 -0.54765
6 C 0.02053 1.54633 -1.24814
7 H 0.27411 1.86595 1.57093
8 H -0.97075 0.69219 2.03668
9 H -1.79537 3.01793 1.68440
10 H -2.55441 1.92937 0.77165
11 H -1.11863 -0.15455 -0.43621
12 H 1.24021 -0.26434 0.74020
13 H 0.98857 -3.86880 0.43404
14 H 0.68370 -2.73414 -0.86791
15 H 2.34795 -3.16237 -0.48044
16 H 1.36046 -4.34049 -1.28228
17 H -0.84865 2.16087 -1.45018
18 H 0.89113 2.13398 -0.98233
19 H 0.27743 0.97622 -2.13844

Atomic forces in eV per Å
-0.37 1.01 0.36
-0.30 0.09 -0.28
-0.82 -3.43 1.04
1.36 2.31 -0.49
0.39 0.44 0.02
0.67 -0.16 -1.48
0.04 -0.03 0.01
0.29 -0.54 -0.27
0.44 0.19 -0.01
-0.01 -0.22 0.01
-1.06 1.59 -0.35
0.02 -0.51 0.64
0.08 -0.29 -0.07
-0.06 -0.19 -0.28
-0.04 0.04 0.18
-0.31 -0.23 0.06
-0.22 -0.04 0.46
0.01 0.08 0.42
-0.11 -0.09 0.03

***

Computed, not measured: C4H13N2 as an isolated structure, with the ωB97M-V functional and the def2-TZVPD basis.

orbital gap	0.4183	Eh
highest occupied orbital energy	-0.525	Eh
electronic energy	-7332.3348	eV
LUMO level	-2.89	eV
energy above the lowest of the compared OMol25 structures with the same formula, charge and spin	26.58	kcal/mol
net charge	+1

Cartesian coordinates (Å):
1 C 0.42099 1.57856 0.61601
2 C 0.83106 1.11372 -0.77922
3 C 0.03645 -0.09548 -1.29512
4 C -1.41404 -1.76158 -0.15734
5 N -0.07131 -1.10035 -0.19754
6 N 0.32362 0.41944 1.55084
7 H -0.56266 2.04120 0.67620
8 H 1.19238 2.28499 0.92518
9 H 0.77138 1.95622 -1.46129
10 H 1.85630 0.73708 -0.70504
11 H 0.52334 -0.52864 -2.15834
12 H -0.97511 0.19075 -1.57739
13 H -2.11644 -1.00078 0.18809
14 H -1.39732 -2.54485 0.59326
15 H -1.81109 -2.08595 -1.11377
16 H 0.60852 -1.85608 -0.22478
17 H 0.02851 -0.53717 0.71064
18 H 1.24202 0.13545 1.81766
19 H -0.33718 0.59247 2.27948

Atomic forces in eV per Å
-0.04 -0.09 0.21
-0.16 -1.02 0.37
0.05 0.60 0.11
-0.34 0.81 0.57
-1.52 -2.85 -2.99
0.31 1.84 0.09
0.09 0.29 -0.42
-0.31 0.14 0.31
0.18 -0.09 -0.18
0.22 0.51 -0.14
0.00 -0.13 -0.20
-0.06 -0.06 0.03
-0.01 0.01 0.10
0.00 -0.24 -0.18
0.52 -0.28 -0.17
0.35 0.31 -0.38
0.02 0.19 0.88
0.47 -0.04 1.09
0.24 0.11 0.89

***

Computed, not measured: a 2-piece molecular cluster, C4H13N2 overall, with the ωB97M-V functional and the def2-TZVPD basis.

orbital gap	0.2209	Eh
highest occupied orbital energy	-0.534	Eh
electronic energy	-7327.6463	eV
LUMO level	-8.52	eV
energy above the lowest of the compared OMol25 structures with the same formula, charge and spin	134.69	kcal/mol
net charge	+1

Cartesian coordinates (Å):
1 C -0.77436 0.75771 -1.19923
2 N -0.98953 1.77046 -2.14756
3 C 0.55005 0.83096 -0.29680
4 N 0.27988 0.15236 0.86133
5 C -1.02078 -2.34014 2.63471
6 C 1.85106 0.44102 -1.04116
7 H -0.86938 -0.21029 -1.69456
8 H -1.59339 0.71594 -0.47392
9 H -1.32486 2.66494 -1.84414
10 H -0.34533 1.79800 -2.92925
11 H 0.56972 1.89406 0.04303
12 H 1.18361 -0.26268 1.16329
13 H -0.61215 -1.33437 2.58519
14 H -0.33018 -2.93283 3.22499
15 H -1.01969 -2.70268 1.60040
16 H -2.05847 -2.31406 2.94635
17 H 2.17189 1.21287 -1.73013
18 H 1.68990 -0.56144 -1.41922
19 H 2.64202 0.42018 -0.28331

Atomic forces in eV per Å
-3.09 0.85 -0.65
0.84 -0.81 0.14
1.79 -1.85 0.55
1.07 1.67 -0.64
0.39 0.30 -1.02
-0.27 0.75 1.71
1.07 -0.16 0.03
0.12 0.45 -0.03
-0.05 0.25 0.10
-0.30 0.09 0.01
-0.78 0.05 0.03
-0.50 -0.72 -0.03
-0.24 0.16 0.27
-0.39 -0.26 0.23
0.07 -0.20 0.13
0.11 -0.11 0.46
-0.22 -0.28 -0.57
0.29 0.05 -0.57
0.09 -0.23 -0.15

***

Computed, not measured: a 2-piece molecular cluster, C4H13N2 overall, with the ωB97M-V functional and the def2-TZVPD basis.

orbital gap	0.1811	Eh
highest occupied orbital energy	-0.493	Eh
electronic energy	-7327.6871	eV
LUMO level	-8.48	eV
energy above the lowest of the compared OMol25 structures with the same formula, charge and spin	133.75	kcal/mol
net charge	+1

Cartesian coordinates (Å):
1 N -2.39940 1.86749 0.38038
2 C 0.72208 -0.80499 2.07922
3 C -0.33266 -0.69461 1.01239
4 N 0.11557 0.02460 -0.14081
5 C 0.66596 -0.72261 -1.20373
6 C 1.29293 0.25641 -2.22957
7 H -1.55592 1.35885 0.33509
8 H -2.43145 2.85288 0.57873
9 H 1.72010 -0.99647 1.66887
10 H 0.46890 -1.59845 2.83512
11 H 0.75251 0.17678 2.60600
12 H -1.16444 -0.13012 1.47452
13 H -0.74240 -1.71133 0.96828
14 H -3.15974 1.54949 -0.22454
15 H -0.01612 -1.43326 -1.70890
16 H 1.54397 -1.33686 -0.84231
17 H 0.61934 0.64384 -2.96323
18 H 1.92875 1.08963 -1.84847
19 H 1.97204 -0.39127 -2.77705

Atomic forces in eV per Å
-1.82 -0.33 -0.09
1.82 1.27 2.36
-2.48 -0.21 -1.05
-0.01 -2.44 1.67
1.00 2.55 -0.91
1.08 -0.79 -0.02
0.72 0.30 -0.25
0.49 -0.08 -0.13
-0.28 -0.15 0.06
-0.01 0.75 -1.03
0.33 -0.81 -0.20
0.34 0.42 -0.13
0.44 -0.17 -1.44
0.65 0.19 0.38
-0.11 -0.09 0.59
-0.91 -0.01 0.51
-0.72 0.26 -0.21
-0.77 -0.77 0.28
0.26 0.11 -0.40

***

Computed, not measured: a 2-piece molecular cluster, C4H13N2O overall, with the ωB97M-V functional and the def2-TZVPD basis.

orbital gap	0.3868	Eh
highest occupied orbital energy	-0.546	Eh
electronic energy	-9378.8214	eV
LUMO level	-4.33	eV
energy above the lowest of the compared OMol25 structures with the same formula, charge and spin	63.70	kcal/mol
net charge	+1

Cartesian coordinates (Å):
1 C -1.10310 -0.61398 2.58465
2 C -0.23530 0.27948 1.64707
3 C 0.77502 -0.38393 0.71399
4 N 0.29889 -0.42089 -2.29030
5 C 0.00139 -1.42014 -1.41144
6 N -0.05381 -1.35497 -0.14370
7 H -1.88899 -1.15319 2.00339
8 H -1.51650 -0.08196 3.40219
9 H -0.53607 -1.47086 3.02918
10 H -0.82417 0.89740 0.86079
11 H 0.38334 1.03774 2.23138
12 H 1.39450 0.29772 0.07621
13 H 1.55803 -1.13842 1.29460
14 H -0.07775 -0.44670 -3.22066
15 H 0.66575 0.46100 -1.88032
16 H -0.27224 -2.30517 -1.92215
17 H -1.01846 -1.54120 0.20476
18 H 1.15511 2.89076 -3.05735
19 H 0.17626 3.35579 -1.97415
20 O 1.11810 3.11153 -2.14813

Atomic forces in eV per Å
1.06 -1.73 -1.74
0.75 2.24 -0.51
0.85 -3.06 1.00
0.88 -0.46 3.14
-0.15 2.31 -4.68
0.51 1.22 2.97
0.11 0.70 0.52
-0.59 0.67 0.45
0.04 0.87 -0.32
0.26 -0.72 1.78
-1.03 -0.89 -0.51
-0.79 -0.45 0.63
-1.97 2.04 -1.43
0.47 -0.26 -0.31
-0.55 -0.55 -0.91
-1.13 -0.93 -0.28
1.35 -0.85 0.21
0.10 -0.09 -1.55
1.19 -0.10 -0.29
-1.36 0.03 1.82

***

Computed, not measured: an isolated ion of composition C4H13N2O and charge +1, with the ωB97M-V functional and the def2-TZVPD basis.

orbital gap	0.3838	Eh
highest occupied orbital energy	-0.508	Eh
electronic energy	-9379.8956	eV
LUMO level	-3.39	eV
energy above the lowest of the compared OMol25 structures with the same formula, charge and spin	38.93	kcal/mol
net charge	+1

Cartesian coordinates (Å):
1 N -1.42927 -1.26301 1.75349
2 C -1.23134 -0.43494 0.58445
3 C 0.27074 -0.25070 0.36766
4 N 0.88818 0.15852 1.68065
5 C 0.66220 0.72749 -0.71589
6 C 0.30008 0.23209 -2.11870
7 O 0.89142 1.01473 -3.10994
8 H -1.23365 -2.25600 1.69823
9 H -2.24927 -1.07055 2.30832
10 H -1.56429 -0.96096 -0.30540
11 H -1.79687 0.47950 0.69850
12 H 0.67641 -1.21925 0.08857
13 H 0.41248 -0.23688 2.50064
14 H 1.88659 -0.05375 1.65589
15 H 0.91248 1.17981 1.73046
16 H 0.20763 1.71624 -0.62021
17 H 1.74377 0.91137 -0.73393
18 H 0.72997 -0.76406 -2.22997
19 H -0.77738 0.13702 -2.22374
20 H 0.70013 1.95334 -3.00908

Atomic forces in eV per Å
0.40 0.24 1.10
0.18 -1.32 -0.07
-0.57 0.41 -0.10
1.10 0.85 -0.61
0.25 0.55 -0.55
0.35 -0.37 0.44
0.23 0.11 -0.26
-0.27 0.25 -0.34
-0.04 -0.12 -0.24
-0.35 0.25 -0.36
0.09 0.36 -0.05
0.21 -0.20 0.35
-0.23 -0.32 -0.20
-0.04 -0.49 0.35
-0.52 0.05 0.21
-0.22 0.03 0.50
-0.01 -0.22 0.14
-0.06 -0.11 -0.20
-0.27 0.13 -0.15
-0.22 -0.08 0.04